(1)
Computed, not measured: 5 unconnected molecules or ions with the total composition C34H58F12N2O13PS at a distorted geometry, with wB97M-V/def2-TZVPD.

## Properties
- Frontier orbital gap: 6.96 eV
- Total charge: -1
- M: 993.86 g mol⁻¹
- Spin multiplicity: 1
- HOMO level: -0.1833 hartree

Structure (XYZ):
```
121
Properties=species:S:1:pos:R:3:lowdin_charge:R:1
C -5.17 1.75 -4.93 -0.17
C -4.82 0.38 -4.31 -0.52
S -3.02 0.13 -4.30 0.87
C -2.68 -0.37 -2.59 -0.50
N -2.37 0.70 -1.65 -0.16
C -2.97 1.99 -2.00 -0.23
C -2.98 3.08 -0.95 -0.17
C -3.62 4.34 -1.59 -0.17
C -4.20 5.25 -0.48 -0.20
C -4.06 6.75 -0.74 -0.21
C -2.63 7.21 -1.06 -0.22
C -1.57 6.71 -0.08 -0.16
C -0.16 6.79 -0.70 -0.22
O 0.29 5.49 -1.05 -0.20
C 0.33 5.24 -2.43 -0.11
C -2.41 0.28 -0.24 -0.32
C -1.25 0.97 0.57 -0.14
C -1.55 1.91 1.74 -0.39
C -0.51 3.04 1.76 -0.08
C -1.48 1.19 3.10 -0.07
C -3.84 0.36 0.40 -0.72
O -3.93 0.23 1.62 -0.01
O -4.75 0.51 -0.43 -0.02
P -1.94 -1.53 -0.01 0.57
N -1.71 -1.94 1.46 -0.13
O -0.55 -1.77 -0.85 -0.19
O -3.02 -2.56 -0.62 -0.13
H -5.99 2.23 -4.40 0.07
H -5.42 1.64 -5.98 0.06
H -4.31 2.41 -4.86 0.04
H -5.26 -0.40 -4.93 0.05
H -5.21 0.29 -3.30 0.07
H -3.61 -0.87 -2.28 0.07
H -1.86 -1.07 -2.71 0.04
H -2.42 2.40 -2.85 0.10
H -4.02 1.84 -2.29 0.09
H -3.58 2.84 -0.08 0.11
H -1.95 3.35 -0.71 0.10
H -4.47 3.99 -2.17 0.11
H -2.89 4.88 -2.18 0.09
H -3.63 5.03 0.43 0.09
H -5.22 4.97 -0.25 0.11
H -4.37 7.27 0.17 0.11
H -4.74 7.02 -1.55 0.11
H -2.36 6.87 -2.06 0.09
H -2.62 8.30 -1.04 0.11
H -1.61 7.33 0.82 0.11
H -1.71 5.67 0.19 0.09
H -0.20 7.44 -1.58 0.11
H 0.54 7.21 0.03 0.11
H 0.38 4.16 -2.57 0.09
H 1.23 5.67 -2.88 0.08
H -0.55 5.61 -2.96 0.08
H -0.69 1.55 -0.18 0.11
H -0.54 0.24 0.95 0.08
H -2.53 2.39 1.71 0.11
H -0.64 3.60 2.69 0.07
H -0.65 3.76 0.95 0.04
H 0.51 2.65 1.76 0.08
H -2.47 0.96 3.49 0.07
H -0.98 1.78 3.86 0.06
H -0.90 0.27 3.01 0.05
H -1.93 -1.19 2.11 -0.03
H -0.23 -0.88 -1.03 0.07
H -2.73 -2.94 -1.46 0.07
C 1.91 -3.67 3.18 -0.05
C 1.56 -2.21 3.03 -0.18
O 1.48 -1.55 4.32 0.04
C 2.60 -1.13 4.86 -0.41
O 3.71 -1.24 4.44 0.15
C 2.25 -0.36 6.15 -0.55
F 1.35 -1.00 6.90 0.17
F 1.73 0.81 5.78 0.17
F 3.33 -0.14 6.91 0.16
H 1.20 -4.17 3.83 0.09
H 1.89 -4.16 2.21 0.06
H 2.91 -3.80 3.61 0.08
H 0.57 -2.09 2.58 0.09
H 2.27 -1.68 2.40 0.13
C 6.76 0.18 4.81 -0.06
C 7.96 0.27 3.90 -0.19
O 7.82 1.34 2.94 0.04
C 8.14 2.55 3.37 -0.41
O 8.53 2.85 4.46 0.17
C 7.97 3.56 2.23 -0.55
F 6.84 3.37 1.56 0.17
F 8.99 3.44 1.36 0.16
F 7.98 4.81 2.69 0.17
H 5.85 0.08 4.24 0.07
H 6.85 -0.68 5.47 0.09
H 6.67 1.07 5.43 0.08
H 8.06 -0.64 3.31 0.12
H 8.89 0.40 4.46 0.12
C 1.01 -2.91 -3.23 -0.05
C 1.56 -4.29 -3.52 -0.18
O 0.95 -4.86 -4.70 0.05
C 1.45 -4.49 -5.86 -0.41
O 2.36 -3.74 -6.05 0.17
C 0.72 -5.22 -7.00 -0.55
F -0.60 -5.22 -6.82 0.17
F 1.13 -6.50 -7.06 0.16
F 0.98 -4.65 -8.17 0.17
H -0.07 -2.94 -3.14 0.07
H 1.42 -2.54 -2.29 0.08
H 1.26 -2.21 -4.03 0.08
H 1.32 -4.97 -2.71 0.09
H 2.64 -4.28 -3.63 0.13
C -0.59 -9.45 2.08 -0.06
C 0.53 -9.36 1.06 -0.20
O 0.37 -8.21 0.21 0.03
C 0.80 -7.06 0.70 -0.39
O 1.31 -6.89 1.76 0.17
C 0.58 -5.95 -0.36 -0.53
F -0.62 -6.05 -0.92 0.18
F 1.50 -6.07 -1.33 0.13
F 0.69 -4.74 0.17 0.18
H -1.56 -9.45 1.58 0.08
H -0.49 -10.37 2.66 0.08
H -0.56 -8.60 2.76 0.08
H 0.51 -10.22 0.39 0.12
H 1.51 -9.33 1.54 0.12
```


(2)
Computed, not measured: a molecular structure, C25H24Br2N2O4Se2Te2Ti at a distorted geometry, with wB97M-V/def2-TZVPD.

## Properties
- Frontier orbital gap (alpha / beta): 6.01 / 6.01 eV
- Total charge: -1
- M: 1037.27 g mol⁻¹
- Spin multiplicity: 2
- HOMO level (alpha / beta): -0.1495 / -0.1494 hartree

Structure (XYZ):
```
62
Properties=species:S:1:pos:R:3:lowdin_charge:R:1
Ti -0.83 0.01 0.85 0.39
Se 1.46 -0.76 1.67 -0.08
Te 1.02 -2.77 3.10 0.10
Te -0.44 -4.08 1.23 0.08
Se -2.09 -2.24 0.77 -0.09
C -3.65 0.60 -1.05 -0.04
O -2.29 0.21 -1.18 -0.18
C -1.84 -0.29 -2.37 -0.18
C -2.56 -0.32 -3.55 -0.04
C -1.98 -0.90 -4.69 -0.68
Br -2.99 -0.95 -6.30 0.72
C -0.72 -1.43 -4.66 -0.08
C 0.02 -1.37 -3.47 -0.05
C -0.53 -0.79 -2.33 -0.17
O 0.13 -0.69 -1.17 -0.10
C 1.37 -1.92 -3.37 -0.22
N 2.08 -1.85 -2.27 0.18
C 3.27 -2.49 -2.54 -0.19
C 4.37 -2.72 -1.72 0.01
C 5.44 -3.40 -2.27 -0.09
C 5.42 -3.84 -3.60 -0.10
C 4.33 -3.62 -4.43 -0.03
C 3.26 -2.94 -3.87 -0.18
N 2.03 -2.56 -4.38 0.18
H -4.29 0.02 -1.71 0.09
H -3.74 1.67 -1.24 0.11
H -3.93 0.38 -0.02 0.08
H -3.55 0.09 -3.63 0.10
H -0.31 -1.87 -5.56 0.10
H 1.05 -1.09 -1.25 0.06
H 4.36 -2.38 -0.70 0.12
H 6.31 -3.59 -1.66 0.10
H 6.28 -4.37 -3.99 0.10
H 4.33 -3.97 -5.45 0.10
H 1.69 -2.74 -5.31 0.15
C -2.27 -0.36 4.32 -0.10
C -3.15 0.17 3.19 -0.55
C -4.26 1.06 3.76 -0.11
C -2.29 0.93 2.17 -0.27
H -2.83 -1.05 4.97 0.07
H -1.91 0.46 4.94 0.08
H -1.41 -0.90 3.93 0.01
H -3.62 -0.69 2.70 0.07
H -3.84 1.94 4.24 0.07
H -4.86 0.52 4.49 0.06
H -4.93 1.40 2.97 0.06
H -1.82 1.78 2.70 0.05
H -2.96 1.42 1.45 0.03
Br 3.00 6.74 3.08 0.69
C 2.09 5.07 3.06 -0.68
C 1.98 4.34 4.24 -0.14
C 1.32 3.13 4.21 -0.06
C 0.78 2.64 3.03 -0.04
C 0.90 3.38 1.86 -0.11
C 1.56 4.60 1.87 -0.07
C 0.33 2.91 0.55 -0.54
O 0.33 3.64 -0.43 0.06
O -0.15 1.71 0.56 -0.22
H 2.41 4.72 5.15 0.09
H 1.23 2.54 5.12 0.11
H 0.28 1.68 3.02 0.06
H 1.64 5.17 0.96 0.11
```


(3)
Computed, not measured: C5H13N in the gas phase at a distorted geometry, with wB97M-V/def2-TZVPD.

## Properties
- Frontier orbital gap: 9.39 eV
- M: 87.17 g mol⁻¹
- Spin multiplicity: 1
- SMILES: CCNC(C)C
- HOMO level: -0.3038 hartree

Structure (XYZ):
```
19
Properties=species:S:1:pos:R:3:lowdin_charge:R:1
C -2.11 -1.84 -0.07 -0.11
C -0.81 -1.22 0.48 -0.34
N -0.47 0.05 -0.21 -0.08
C 0.70 0.97 0.18 -0.41
C 1.88 0.11 0.50 -0.08
C 0.78 2.15 -0.93 -0.07
H -2.24 -2.89 0.18 0.06
H -3.01 -1.13 -0.10 0.09
H -1.90 -1.95 -1.17 0.08
H 0.08 -1.91 0.29 0.10
H -0.62 -1.23 1.62 0.12
H -1.36 0.56 -0.31 0.10
H 0.32 1.50 0.99 0.09
H 2.55 0.53 1.23 0.07
H 2.56 -0.29 -0.27 0.09
H 1.40 -0.71 1.07 0.06
H 1.66 2.88 -0.72 0.09
H -0.22 2.80 -0.82 0.09
H 0.79 1.64 -1.94 0.07
```


(4)
Computed, not measured: a molecular structure, C9H21As2PbS8SbSe4, with wB97M-V/def2-TZVPD.

## Properties
- Frontier orbital gap (alpha / beta): 4.87 / 5.13 eV
- Total charge: -2
- M: 1180.45 g mol⁻¹
- Spin multiplicity: 1
- HOMO level (alpha / beta): -0.0868 / -0.0867 hartree

Structure (XYZ):
```
46
Properties=species:S:1:pos:R:3:lowdin_charge:R:1
Pb -0.28 -1.22 0.41 0.23
S -3.34 0.12 3.86 -0.18
As -1.30 -0.17 3.50 -0.50
S -0.68 1.00 1.66 -0.10
S -0.91 -2.23 2.68 -0.10
S 0.05 0.23 5.08 -0.15
C 1.69 1.57 -5.10 -0.55
C 2.37 0.53 -4.21 -0.54
S 1.57 0.05 -2.67 0.80
C 1.69 1.55 -1.67 -0.55
C 0.69 2.67 -1.94 -0.54
S -1.06 2.26 -1.77 0.82
C -1.45 1.35 -3.29 -0.60
C -1.08 2.05 -4.60 -0.53
S 0.04 1.16 -5.72 0.81
H 2.31 1.70 -6.00 0.06
H 1.65 2.55 -4.62 0.05
H 3.39 0.87 -3.99 0.07
H 2.46 -0.40 -4.76 0.07
H 2.71 1.93 -1.73 0.08
H 1.56 1.19 -0.64 -0.01
H 0.86 3.14 -2.91 0.04
H 0.84 3.45 -1.19 0.07
H -2.53 1.20 -3.22 0.05
H -1.00 0.36 -3.24 -0.04
H -0.67 3.05 -4.43 0.05
H -1.98 2.19 -5.20 0.06
C 2.66 -1.63 3.73 -0.30
As 3.45 -0.27 2.63 0.61
C 5.28 -0.19 3.26 -0.29
C 2.75 1.45 3.10 -0.30
S 3.38 -0.70 0.59 0.03
H 2.87 -1.43 4.78 0.03
H 3.08 -2.58 3.42 0.04
H 1.58 -1.63 3.59 -0.08
H 5.30 0.03 4.33 0.03
H 5.81 0.58 2.71 0.02
H 5.76 -1.15 3.07 0.02
H 2.96 1.67 4.14 0.03
H 1.67 1.45 2.95 -0.07
H 3.22 2.18 2.44 0.03
Se -3.16 -4.84 -3.19 -0.18
Sb -1.99 -2.88 -2.44 -0.33
Se -2.89 -1.18 -0.95 -0.06
Se -1.60 -2.10 -4.78 -0.01
Se 0.22 -3.52 -1.46 -0.09
```


(5)
Computed, not measured: 6 unconnected molecules or ions with the total composition C29H54BBrN2O12, with wB97M-V/def2-TZVPD.

## Properties
- Frontier orbital gap: 9.90 eV
- M: 713.47 g mol⁻¹
- Spin multiplicity: 1
- SMILES: COCCC[C@](Br)(C#N)[C@H](C#N)B(C)O.CCOC(C)=O.CCOC(C)=O.CCOC(C)=O.CCOC(C)=O.CCOC(C)=O
- HOMO level: -0.3628 hartree

Structure (XYZ):
```
99
Properties=species:S:1:pos:R:3:lowdin_charge:R:1
C -2.02 -1.25 -4.95 -0.10
O -0.95 -0.36 -4.67 -0.18
C -0.04 -0.93 -3.76 -0.26
C 1.15 -0.02 -3.60 -0.19
C 1.89 -0.37 -2.31 -0.20
C 3.24 0.32 -2.10 -0.72
Br 3.24 2.19 -2.69 0.93
C 4.24 -0.38 -2.92 -0.27
N 4.99 -0.97 -3.55 0.20
C 3.73 0.31 -0.62 -0.21
C 3.38 -0.96 0.01 -0.20
N 3.05 -1.96 0.47 0.20
B 3.11 1.53 0.25 -0.59
C 4.02 2.68 0.80 0.00
O 1.78 1.57 0.51 0.17
H -2.67 -0.79 -5.68 0.09
H -2.58 -1.48 -4.04 0.09
H -1.63 -2.18 -5.36 0.06
H 0.29 -1.92 -4.11 0.13
H -0.53 -1.08 -2.79 0.13
H 0.83 1.02 -3.60 0.10
H 1.85 -0.16 -4.43 0.12
H 2.09 -1.44 -2.34 0.14
H 1.23 -0.19 -1.46 0.12
H 4.82 0.38 -0.64 0.14
H 4.16 2.53 1.88 0.08
H 5.00 2.73 0.32 0.06
H 3.52 3.63 0.66 0.07
H 1.33 0.73 0.39 0.09
C 0.53 -1.34 5.02 -0.06
C 1.14 -0.95 3.69 -0.24
O 0.14 -0.67 2.70 -0.01
C -0.46 0.53 2.57 -0.54
C -0.27 1.58 3.64 0.02
O -1.15 0.71 1.61 0.10
H -0.06 -0.53 5.45 0.07
H 1.31 -1.61 5.73 0.08
H -0.13 -2.20 4.89 0.09
H 1.83 -0.11 3.78 0.11
H 1.70 -1.78 3.27 0.11
H -1.11 1.52 4.33 0.10
H -0.28 2.55 3.15 0.08
H 0.65 1.50 4.20 0.08
C 3.12 -3.36 -6.96 -0.06
C 2.16 -3.98 -7.95 -0.23
O 0.81 -3.98 -7.47 -0.01
C -0.01 -2.93 -7.60 -0.52
C 0.53 -1.60 -8.07 0.03
O -1.16 -3.05 -7.26 0.08
H 2.90 -2.31 -6.78 0.07
H 4.14 -3.44 -7.32 0.08
H 3.06 -3.88 -6.00 0.08
H 2.22 -3.51 -8.93 0.11
H 2.40 -5.04 -8.09 0.13
H 0.77 -1.00 -7.19 0.09
H -0.26 -1.09 -8.62 0.10
H 1.41 -1.67 -8.71 0.07
C -4.73 -7.07 -7.15 -0.07
C -3.45 -7.88 -7.22 -0.24
O -2.96 -8.00 -8.56 -0.01
C -2.19 -7.05 -9.15 -0.52
C -2.02 -5.71 -8.47 0.00
O -1.72 -7.30 -10.22 0.10
H -4.58 -6.04 -7.48 0.07
H -5.11 -7.05 -6.13 0.08
H -5.49 -7.52 -7.79 0.08
H -2.68 -7.47 -6.57 0.11
H -3.64 -8.90 -6.90 0.12
H -2.76 -5.02 -8.88 0.10
H -1.03 -5.34 -8.72 0.07
H -2.11 -5.72 -7.39 0.07
C -1.66 6.51 4.32 -0.06
C -1.99 5.05 4.09 -0.23
O -1.77 4.26 5.27 -0.01
C -2.69 4.13 6.25 -0.52
C -3.91 5.01 6.25 0.02
O -2.47 3.34 7.13 0.09
H -2.32 6.96 5.06 0.07
H -1.78 7.07 3.38 0.08
H -0.64 6.62 4.66 0.09
H -3.00 4.91 3.72 0.12
H -1.31 4.63 3.35 0.11
H -3.71 5.88 6.88 0.10
H -4.73 4.45 6.69 0.09
H -4.22 5.36 5.27 0.07
C -1.17 3.65 9.89 -0.07
C 0.09 4.43 9.57 -0.23
O 0.28 5.55 10.44 0.00
C 0.88 5.45 11.64 -0.53
C 1.17 4.08 12.22 0.01
O 1.13 6.45 12.25 0.10
H -1.12 3.20 10.89 0.07
H -1.31 2.86 9.16 0.06
H -2.04 4.30 9.86 0.08
H 0.98 3.80 9.56 0.11
H 0.00 4.87 8.58 0.12
H 0.34 3.81 12.87 0.10
H 2.07 4.15 12.82 0.09
H 1.30 3.29 11.48 0.07
```


(6)
Computed, not measured: a molecular structure, C36H40NO6P3Ru at a distorted geometry, with wB97M-V/def2-TZVPD.

## Properties
- Frontier orbital gap (alpha / beta): 7.67 / 4.88 eV
- Total charge: +2
- M: 776.71 g mol⁻¹
- Spin multiplicity: 5
- HOMO level (alpha / beta): -0.5239 / -0.5260 hartree

Structure (XYZ):
```
87
Properties=species:S:1:pos:R:3:lowdin_charge:R:1
Ru -0.02 -0.14 -0.78 1.22
O 2.69 -0.08 1.87 0.12
C 1.78 0.52 1.35 -0.61
O 1.59 0.83 0.15 -0.13
C 0.69 1.11 2.38 -0.07
C -0.18 2.18 1.71 -0.25
C -0.88 2.95 2.84 -0.07
C -1.99 1.95 3.22 -0.06
C -1.66 0.77 2.30 -0.23
O -1.22 1.41 1.11 -0.16
C -0.37 0.10 2.81 -0.03
C -0.33 -1.36 2.16 -0.49
O -0.68 -2.26 2.88 0.28
O 0.00 -1.41 0.95 -0.09
H 1.28 1.46 3.22 0.17
H 0.32 2.79 0.95 0.16
H -1.28 3.89 2.48 0.12
H -0.20 3.15 3.66 0.13
H -2.98 2.35 2.97 0.12
H -1.98 1.68 4.27 0.13
H -2.50 0.10 2.09 0.16
H -0.36 -0.09 3.89 0.17
C -3.75 0.18 -3.01 -0.11
N -2.71 0.13 -1.99 -0.46
P -1.57 1.40 -1.78 0.97
C -1.05 1.96 -3.43 -0.35
C 0.11 1.42 -3.98 -0.12
C 0.52 1.81 -5.24 -0.05
C -0.21 2.76 -5.94 -0.04
C -1.36 3.31 -5.39 -0.04
C -1.79 2.91 -4.14 -0.07
C -2.49 2.75 -1.02 -0.36
C -1.84 3.98 -0.94 -0.09
C -2.46 5.05 -0.33 -0.05
C -3.73 4.89 0.22 -0.04
C -4.37 3.66 0.14 -0.05
C -3.75 2.58 -0.46 -0.08
P -1.87 -1.31 -1.61 0.94
C -2.70 -2.16 -0.25 -0.36
C -2.03 -3.31 0.17 -0.12
C -2.49 -4.01 1.27 -0.05
C -3.61 -3.57 1.94 -0.04
C -4.29 -2.43 1.52 -0.05
C -3.83 -1.70 0.43 -0.07
C -2.04 -2.35 -3.08 -0.33
C -2.81 -3.51 -3.08 -0.06
C -3.04 -4.17 -4.28 -0.04
C -2.52 -3.67 -5.46 -0.04
C -1.74 -2.52 -5.46 -0.05
C -1.49 -1.86 -4.27 -0.09
H -4.31 1.11 -2.93 0.09
H -4.42 -0.67 -2.88 0.10
H -3.34 0.12 -4.02 0.08
H 0.69 0.70 -3.39 0.06
H 1.42 1.39 -5.67 0.11
H 0.13 3.08 -6.91 0.12
H -1.91 4.05 -5.94 0.12
H -2.69 3.34 -3.71 0.11
H -0.85 4.09 -1.37 0.12
H -1.97 6.00 -0.27 0.12
H -4.22 5.72 0.70 0.12
H -5.36 3.55 0.56 0.12
H -4.24 1.62 -0.50 0.09
H -1.15 -3.64 -0.38 0.12
H -1.96 -4.89 1.61 0.12
H -3.96 -4.10 2.81 0.12
H -5.18 -2.11 2.04 0.12
H -4.35 -0.82 0.09 0.10
H -3.24 -3.90 -2.17 0.11
H -3.64 -5.06 -4.28 0.12
H -2.72 -4.17 -6.39 0.12
H -1.35 -2.13 -6.39 0.12
H -0.86 -0.97 -4.24 0.09
C 4.09 -1.18 -2.84 -0.14
P 2.69 -1.99 -2.02 0.63
C 3.07 -2.20 -0.26 -0.15
C 2.44 -3.66 -2.70 -0.15
O 1.43 -1.16 -2.23 -0.49
H 4.99 -1.77 -2.73 0.07
H 4.25 -0.20 -2.39 0.07
H 3.87 -1.05 -3.90 0.06
H 3.88 -2.91 -0.13 0.07
H 2.18 -2.57 0.26 0.05
H 3.37 -1.25 0.19 0.04
H 3.25 -4.30 -2.37 0.06
H 2.43 -3.63 -3.79 0.06
H 1.49 -4.06 -2.35 0.05
```


> The highest spin multiplicity belongs to which entry?

C36H40NO6P3Ru


> Which value of M does entry 5 give?

713.47 g mol⁻¹


What did the sixth record say?
Computed, not measured: a molecular structure, C36H40NO6P3Ru at a distorted geometry, with wB97M-V/def2-TZVPD.

## Properties
- Frontier orbital gap (alpha / beta): 7.67 / 4.88 eV
- Total charge: +2
- M: 776.71 g mol⁻¹
- Spin multiplicity: 5
- HOMO level (alpha / beta): -0.5239 / -0.5260 hartree

Structure (XYZ):
```
87
Properties=species:S:1:pos:R:3:lowdin_charge:R:1
Ru -0.02 -0.14 -0.78 1.22
O 2.69 -0.08 1.87 0.12
C 1.78 0.52 1.35 -0.61
O 1.59 0.83 0.15 -0.13
C 0.69 1.11 2.38 -0.07
C -0.18 2.18 1.71 -0.25
C -0.88 2.95 2.84 -0.07
C -1.99 1.95 3.22 -0.06
C -1.66 0.77 2.30 -0.23
O -1.22 1.41 1.11 -0.16
C -0.37 0.10 2.81 -0.03
C -0.33 -1.36 2.16 -0.49
O -0.68 -2.26 2.88 0.28
O 0.00 -1.41 0.95 -0.09
H 1.28 1.46 3.22 0.17
H 0.32 2.79 0.95 0.16
H -1.28 3.89 2.48 0.12
H -0.20 3.15 3.66 0.13
H -2.98 2.35 2.97 0.12
H -1.98 1.68 4.27 0.13
H -2.50 0.10 2.09 0.16
H -0.36 -0.09 3.89 0.17
C -3.75 0.18 -3.01 -0.11
N -2.71 0.13 -1.99 -0.46
P -1.57 1.40 -1.78 0.97
C -1.05 1.96 -3.43 -0.35
C 0.11 1.42 -3.98 -0.12
C 0.52 1.81 -5.24 -0.05
C -0.21 2.76 -5.94 -0.04
C -1.36 3.31 -5.39 -0.04
C -1.79 2.91 -4.14 -0.07
C -2.49 2.75 -1.02 -0.36
C -1.84 3.98 -0.94 -0.09
C -2.46 5.05 -0.33 -0.05
C -3.73 4.89 0.22 -0.04
C -4.37 3.66 0.14 -0.05
C -3.75 2.58 -0.46 -0.08
P -1.87 -1.31 -1.61 0.94
C -2.70 -2.16 -0.25 -0.36
C -2.03 -3.31 0.17 -0.12
C -2.49 -4.01 1.27 -0.05
C -3.61 -3.57 1.94 -0.04
C -4.29 -2.43 1.52 -0.05
C -3.83 -1.70 0.43 -0.07
C -2.04 -2.35 -3.08 -0.33
C -2.81 -3.51 -3.08 -0.06
C -3.04 -4.17 -4.28 -0.04
C -2.52 -3.67 -5.46 -0.04
C -1.74 -2.52 -5.46 -0.05
C -1.49 -1.86 -4.27 -0.09
H -4.31 1.11 -2.93 0.09
H -4.42 -0.67 -2.88 0.10
H -3.34 0.12 -4.02 0.08
H 0.69 0.70 -3.39 0.06
H 1.42 1.39 -5.67 0.11
H 0.13 3.08 -6.91 0.12
H -1.91 4.05 -5.94 0.12
H -2.69 3.34 -3.71 0.11
H -0.85 4.09 -1.37 0.12
H -1.97 6.00 -0.27 0.12
H -4.22 5.72 0.70 0.12
H -5.36 3.55 0.56 0.12
H -4.24 1.62 -0.50 0.09
H -1.15 -3.64 -0.38 0.12
H -1.96 -4.89 1.61 0.12
H -3.96 -4.10 2.81 0.12
H -5.18 -2.11 2.04 0.12
H -4.35 -0.82 0.09 0.10
H -3.24 -3.90 -2.17 0.11
H -3.64 -5.06 -4.28 0.12
H -2.72 -4.17 -6.39 0.12
H -1.35 -2.13 -6.39 0.12
H -0.86 -0.97 -4.24 0.09
C 4.09 -1.18 -2.84 -0.14
P 2.69 -1.99 -2.02 0.63
C 3.07 -2.20 -0.26 -0.15
C 2.44 -3.66 -2.70 -0.15
O 1.43 -1.16 -2.23 -0.49
H 4.99 -1.77 -2.73 0.07
H 4.25 -0.20 -2.39 0.07
H 3.87 -1.05 -3.90 0.06
H 3.88 -2.91 -0.13 0.07
H 2.18 -2.57 0.26 0.05
H 3.37 -1.25 0.19 0.04
H 3.25 -4.30 -2.37 0.06
H 2.43 -3.63 -3.79 0.06
H 1.49 -4.06 -2.35 0.05
```


> Number 4 is which compound?

C9H21As2PbS8SbSe4